[1]
The following is a DFT calculation (ωB97M-V/def2-TZVPD) of a molecular structure, C29H30INNiSi.

Summary:
LUMO (spin up / spin down)   0.38 / 0.38 eV
F_max   0.4 eV/Å
Highest occupied orbital energy (spin up / spin down)   -7.22 / -7.22 eV
Gap between HOMO and LUMO (spin up / spin down)   7.61 / 7.61 eV

Each line ends with the Mulliken charge.
Cartesian coordinates (Å):
1 Ni -0.19310 0.02917 0.33869  -0.31
2 I 0.17446 2.00345 -1.45154  0.05
3 C -0.64758 3.23533 0.04056  0.20
4 C -0.89080 4.54635 -0.25470  -0.56
5 C -1.34934 5.41165 0.75629  -0.56
6 C -1.49995 4.94732 2.03037  -0.88
7 C -1.23219 3.59682 2.35183  0.89
8 C -1.32454 3.13961 3.68753  -0.81
9 C -1.03963 1.83824 3.98110  -1.17
10 C -0.71241 0.93020 2.95456  0.47
11 C -0.62243 1.30147 1.62882  -0.07
12 C -0.83806 2.68802 1.33602  0.31
13 H -0.71801 4.92647 -1.25194  0.39
14 H -1.55571 6.44531 0.51651  0.39
15 H -1.81967 5.61278 2.82215  0.36
16 H -1.61489 3.83960 4.46119  0.35
17 H -1.08844 1.48601 5.00435  0.42
18 H -0.56576 -0.10882 3.23063  0.62
19 C -2.04415 -0.54593 0.31974  -0.94
20 Si -1.87176 -2.37335 0.54557  -0.50
21 C -0.33200 -2.75357 -0.53679  -1.00
22 N 0.60664 -1.60433 -0.46814  0.56
23 C 1.41907 -1.49464 -1.69223  -1.35
24 C 2.35154 -2.69161 -1.89311  -0.66
25 C 2.96107 -3.14775 -0.55753  -0.64
26 C 2.93316 -1.99789 0.44227  -0.99
27 C 1.48251 -1.60886 0.73873  0.00
28 C -3.23492 -3.51606 -0.09535  0.68
29 C -3.87305 -4.45654 0.71071  -0.18
30 C -4.86499 -5.28515 0.20537  -0.71
31 C -5.24240 -5.18634 -1.12519  -0.43
32 C -4.62457 -4.25315 -1.94564  -0.73
33 C -3.63677 -3.43064 -1.43005  -0.49
34 C -1.55332 -2.87845 2.34133  0.42
35 C -0.83879 -4.03818 2.64677  0.15
36 C -0.62659 -4.43638 3.95750  -0.78
37 C -1.13811 -3.67868 5.00192  -0.48
38 C -1.86049 -2.52994 4.72347  -0.54
39 C -2.06198 -2.13915 3.40778  -0.49
40 H -2.73162 -0.07104 1.02200  0.59
41 H -2.38210 -0.29127 -0.69400  0.47
42 H -0.66495 -2.82121 -1.57585  0.66
43 H 0.17301 -3.70029 -0.32106  0.22
44 H 1.99573 -0.56989 -1.61531  0.46
45 H 0.73708 -1.37550 -2.53628  0.36
46 H 3.14095 -2.39236 -2.58635  0.44
47 H 1.81668 -3.51514 -2.36853  0.26
48 H 3.97568 -3.51711 -0.70852  0.44
49 H 2.38711 -3.98254 -0.14604  0.28
50 H 3.47913 -1.14361 0.03433  0.36
51 H 3.42089 -2.26214 1.38210  0.48
52 H 1.47014 -0.58103 1.19267  -0.13
53 H 1.03899 -2.26998 1.48405  0.37
54 H -3.59229 -4.54658 1.75312  0.29
55 H -5.34547 -6.00658 0.85343  0.39
56 H -6.01598 -5.83121 -1.52178  0.37
57 H -4.91826 -4.16490 -2.98379  0.38
58 H -3.17780 -2.69785 -2.08544  0.29
59 H -0.44277 -4.65438 1.84657  0.39
60 H -0.06754 -5.33907 4.16618  0.40
61 H -0.97443 -3.98386 6.02696  0.38
62 H -2.26662 -1.93562 5.53155  0.42
63 H -2.62367 -1.23359 3.20942  0.41


[2]
The following is a DFT calculation (ωB97M-V/def2-TZVPD) of a molecular structure, C29H30MnN6O5S2.

Summary:
LUMO (spin up / spin down)   -0.31 / -0.31 eV
Energy relative to the best compared isomer or geometry (same formula, charge and spin)   263.3 kJ/mol
<S²>   0.779
F_max   2.0 eV/Å
2S+1   2
Highest occupied orbital energy (spin up / spin down)   -8.12 / -7.85 eV
Gap between HOMO and LUMO (spin up / spin down)   7.82 / 7.54 eV

Each line ends with the Mulliken charge.
Cartesian coordinates (Å):
1 Mn -0.34348 -0.47868 1.00168  1.68
2 O -2.02458 -1.34928 4.68958  -0.68
3 C -1.77538 -1.38438 3.50098  -0.28
4 N -0.58568 -1.53838 2.87108  0.34
5 C 0.50062 -2.09798 3.44968  -0.36
6 O 0.56012 -2.72748 4.48628  -0.68
7 C 1.73692 -1.95368 2.57958  0.72
8 C 2.97662 -2.17728 3.16838  -0.72
9 C 4.11882 -2.08348 2.39618  -0.62
10 C 3.97422 -1.82548 1.04058  -0.99
11 C 2.70222 -1.64278 0.52848  -0.69
12 N 1.59802 -1.67498 1.27478  0.78
13 C -2.89358 -1.23408 2.48298  0.43
14 C -4.21068 -1.25888 2.93108  -0.74
15 C -5.24168 -1.20848 2.01118  -0.58
16 C -4.91568 -1.16768 0.66098  -1.13
17 C -3.57718 -1.11948 0.30588  -0.29
18 N -2.57868 -1.12618 1.18418  0.79
19 H 3.00742 -2.41088 4.22048  0.55
20 H 5.09672 -2.20668 2.83608  0.43
21 H 4.83222 -1.76168 0.38938  0.54
22 H 2.56312 -1.45918 -0.53282  0.61
23 H -4.37418 -1.31338 3.99778  0.58
24 H -6.27358 -1.21588 2.33138  0.43
25 H -5.68378 -1.17608 -0.10002  0.49
26 H -3.29328 -1.07978 -0.73782  0.34
27 N -1.73368 1.73622 0.93858  -0.14
28 C -0.95278 2.87372 1.42998  -0.58
29 C 0.22312 2.33312 2.32438  0.36
30 O 0.76272 3.09162 3.10198  -0.75
31 O 0.52192 1.12702 2.07458  -0.46
32 H -2.26998 1.99152 0.11388  -0.13
33 H -2.38838 1.45672 1.66728  0.25
34 H -1.54848 3.59542 2.00168  0.40
35 H -0.49448 3.40442 0.58788  0.23
36 N -1.28188 -3.47628 -1.80162  -0.35
37 C -0.43388 -3.84908 -0.80662  0.41
38 N 0.82272 -4.20058 -1.16612  -0.45
39 S -0.94188 -3.94388 0.75908  -0.34
40 H -1.08208 -3.74038 -2.75212  0.20
41 H -2.24888 -3.42178 -1.52882  0.20
42 H 1.18352 -3.92918 -2.06472  0.19
43 H 1.48542 -4.31928 -0.41932  0.22
44 O 0.00022 -0.53008 -1.24182  -0.32
45 S 0.82102 -0.07038 -2.39592  0.17
46 C -0.36878 0.55912 -3.71002  -1.40
47 C -1.30868 1.59242 -3.20252  0.15
48 C -1.16358 2.94682 -3.48992  -0.15
49 C -2.07758 3.86492 -3.00132  -0.90
50 C -3.13928 3.44342 -2.21782  -0.18
51 C -3.28048 2.09872 -1.91362  -0.81
52 C -2.37028 1.18092 -2.40542  0.42
53 C 1.44172 1.59262 -1.85332  -0.28
54 C 2.81042 1.45662 -1.27692  -0.07
55 C 2.98192 1.45322 0.09968  -0.08
56 C 4.24132 1.31612 0.65358  -0.75
57 C 5.34662 1.17152 -0.16622  -0.67
58 C 5.18492 1.17492 -1.54272  -0.70
59 C 3.92522 1.31332 -2.09812  -0.41
60 H -0.90778 -0.32828 -4.04482  0.48
61 H 0.27802 0.92062 -4.50702  0.60
62 H -0.34908 3.28402 -4.11632  0.43
63 H -1.97048 4.91262 -3.23942  0.41
64 H -3.85458 4.15902 -1.84292  0.43
65 H -4.11058 1.75802 -1.31172  0.41
66 H -2.47068 0.13162 -2.17742  0.15
67 H 0.72162 1.90492 -1.09442  -0.45
68 H 1.43592 2.26622 -2.70622  0.77
69 H 2.12692 1.56982 0.74548  0.65
70 H 4.34622 1.32212 1.72668  0.61
71 H 6.33372 1.07252 0.26178  0.44
72 H 6.04822 1.08362 -2.18622  0.41
73 H 3.80932 1.32162 -3.17332  0.43


The lowest F_max belongs to which entry?
C29H30INNiSi


The highest F_max belongs to which entry?
C29H30MnN6O5S2